Record 1
A structure of composition C29H46BrN3OsP2S. Source: the OMol25 dataset; level of theory: ωB97M-V/def2-TZVPD.

XYZ file:
```
83
C29H46BrN3OsP2S (ωB97M-V/def2-TZVPD)
Os -0.094 0.151 -0.071
Br 1.442 4.265 -4.119
S 1.064 -0.462 1.828
P -0.405 -2.046 -0.411
P 1.907 0.616 -1.121
N -5.009 -0.668 3.101
N 0.538 1.534 3.668
N 0.067 -0.467 4.362
C 1.566 0.930 -2.899
C -0.184 0.405 5.415
C -4.065 -0.192 0.948
C 0.485 0.232 3.282
C -1.580 2.155 -1.478
C -2.110 -2.654 -0.023
C 3.276 3.122 -1.236
C 2.015 -3.566 0.088
C -1.196 -1.821 -3.121
C -0.083 -1.918 4.402
C -3.030 0.664 2.955
C -0.152 4.084 -1.719
C -1.945 0.977 -0.679
C -1.835 2.122 -2.870
C 0.118 1.658 4.989
C -4.043 0.040 3.689
C 2.739 0.945 -3.882
C 0.544 -3.392 0.439
C 3.285 -0.594 -1.092
C -5.049 -0.760 1.776
C 2.512 2.166 -0.327
C -0.215 -2.518 -2.184
C -0.144 3.749 -3.066
C -1.890 1.071 0.760
C -1.112 2.969 -3.696
C -2.981 0.462 1.565
C -2.364 -2.959 1.453
C 4.685 -0.026 -1.317
C -0.895 3.234 -0.894
H -2.550 1.400 -3.263
H -0.550 0.034 6.357
H -1.740 -3.777 1.836
H 3.236 -1.089 -0.113
H 1.628 2.677 0.087
H 0.082 2.606 5.497
H 2.632 3.501 -2.043
H 0.871 -2.411 4.183
H 4.172 2.674 -1.686
H -2.324 1.332 3.447
H 0.829 -2.310 -2.467
H 0.435 4.905 -1.318
H -5.876 -1.304 1.318
H -4.065 0.129 4.778
H -0.906 3.406 0.179
H 4.799 0.438 -2.304
H 4.957 0.701 -0.542
H -1.441 1.941 1.253
H -0.002 -4.317 0.194
H 2.353 1.225 -4.872
H -4.176 -0.271 -0.135
H -1.222 2.959 -4.778
H -0.926 -2.046 -4.161
H -1.177 -0.730 -2.999
H -3.414 -3.255 1.584
H 1.076 1.908 -2.910
H -2.204 -2.071 2.078
H 0.428 -3.233 1.520
H 0.798 0.213 -3.230
H 3.497 1.694 -3.615
H -2.264 -3.558 -0.636
H 3.126 1.862 0.535
H -0.836 -2.257 3.681
H 5.407 -0.851 -1.265
H -0.412 -2.186 5.410
H 2.308 -4.602 0.311
H 0.853 2.280 3.053
H 2.234 -3.387 -0.971
H 3.601 3.997 -0.657
H 3.048 -1.362 -1.845
H 3.209 -0.043 -3.968
H -2.823 -1.900 -0.387
H -2.621 0.271 -1.163
H -2.226 -2.166 -2.961
H 2.660 -2.923 0.697
H -0.347 -3.610 -2.223
```

Calculated values
Highest occupied orbital energy (alpha / beta)   -18.97 / -19.78 eV
Net charge   +4
Calculated total energy   -5040.88412 a.u.
Frontier orbital gap (alpha / beta)   6.774 / 4.817 eV
2S+1   5



Record 2
A cluster of 4 separate species, C23H40Br2O9 in total. Source: the OMol25 dataset; level of theory: ωB97M-V/def2-TZVPD.

XYZ file:
```
74
C23H40Br2O9 (ωB97M-V/def2-TZVPD)
Br -0.641 0.793 5.203
Br -1.594 4.490 2.087
O 3.735 -1.260 7.906
O -0.599 -2.445 4.737
O 1.419 0.715 -6.857
O -3.315 -0.731 1.093
O 1.623 -3.271 8.279
O 3.536 2.729 -7.192
O -2.287 0.829 -2.647
O -0.052 2.313 2.492
O -1.789 3.436 -3.911
C 0.952 1.046 -8.155
C -2.256 -0.902 1.614
C -1.856 0.118 2.708
C -1.303 -2.054 1.320
C -3.260 1.458 -1.829
C 2.813 0.436 -6.833
C -1.516 2.178 -4.516
C -1.174 2.580 2.419
C 1.149 -2.958 6.976
C -2.272 -2.446 -1.069
C -0.576 -2.487 2.352
C 3.811 -2.357 8.808
C -2.327 1.557 2.520
C 2.612 3.715 -6.757
C 2.811 -0.269 8.326
C -3.575 -3.300 -0.785
C -2.476 1.108 -4.030
C -1.153 -0.358 3.727
C -0.753 -1.843 3.732
C 3.016 -3.548 8.303
C 3.608 1.618 -6.308
C -0.899 3.737 -2.848
C -1.129 -2.728 -0.048
H 1.659 3.275 -6.453
H -0.169 -2.437 -0.529
H 3.477 -2.063 9.808
H -1.651 2.306 -5.594
H -0.046 1.473 -8.056
H 3.037 4.282 -5.922
H 3.273 1.897 -5.304
H 2.958 -0.412 -6.156
H -3.398 2.509 -2.092
H 3.167 0.138 -7.825
H -0.774 2.891 -2.169
H 1.085 -3.870 6.374
H 1.859 -0.705 8.637
H -2.272 0.181 -4.574
H 2.628 0.400 7.484
H -3.513 1.394 -4.231
H -4.217 0.930 -1.912
H 4.662 1.330 -6.242
H 1.597 1.779 -8.646
H 0.887 0.143 -8.771
H -2.540 -1.372 -1.108
H 4.866 -2.642 8.876
H -4.462 -2.670 -0.609
H 3.235 0.313 9.151
H 0.141 -3.316 2.284
H 3.369 -3.860 7.315
H -2.859 1.611 1.545
H -1.070 -3.834 0.050
H -3.362 -3.974 0.066
H -1.314 4.575 -2.287
H -2.920 1.400 -0.795
H -3.055 1.841 3.305
H 3.164 -4.385 8.993
H -1.917 -2.694 -2.088
H 1.789 -2.230 6.472
H 0.077 4.031 -3.249
H -3.781 -3.876 -1.710
H 2.432 4.397 -7.587
H -0.477 1.879 -4.341
H 0.152 -2.534 7.071
```

Calculated values
Highest occupied orbital energy   -9.01 eV
Net charge   0
Calculated total energy   -6725.37516 a.u.
Frontier orbital gap   7.787 eV
SMILES   CCCC1=CC(=O)C(Br)=C(CC(=O)Br)C1=O.COCCOC.COCCOC.COCCOC



Record 3
The ion C3H3N2O with charge +1. Source: the OMol25 dataset; level of theory: ωB97M-V/def2-TZVPD.

XYZ file:
```
9
C3H3N2O (ωB97M-V/def2-TZVPD)
O 1.417 -1.374 -0.002
N 0.685 0.869 0.015
N 3.177 0.424 -0.007
C 1.952 0.990 -0.078
C 2.445 -0.631 0.038
C 0.193 -0.572 -0.001
H 0.142 1.649 0.096
H -0.482 -0.797 0.803
H -0.356 -0.629 -0.812
```

Calculated values
Highest occupied orbital energy (alpha / beta)   -12.61 / -17.20 eV
Net charge   +1
Calculated total energy   -300.28151 a.u.
Frontier orbital gap (alpha / beta)   7.197 / 9.771 eV
2S+1   3



Record 4
The molecule C5H5F2N3. Source: the OMol25 dataset; level of theory: ωB97M-V/def2-TZVPD.

XYZ file:
```
15
C5H5F2N3 (ωB97M-V/def2-TZVPD)
F -3.043 -1.279 0.167
F 0.947 -3.167 1.527
N -1.048 -2.422 0.620
N 1.010 -1.180 0.282
N 1.081 0.832 -0.384
C 0.299 -0.225 -0.149
C 0.334 -2.193 0.738
C -1.704 -1.364 0.187
C -1.060 -0.251 -0.141
C 0.721 2.237 -0.586
H 2.092 0.685 -0.245
H 0.673 2.702 0.385
H -0.236 2.393 -1.056
H -1.648 0.578 -0.247
H 1.582 2.654 -1.098
```

Calculated values
Highest occupied orbital energy   -9.10 eV
Net charge   0
Calculated total energy   -557.51447 a.u.
Frontier orbital gap   9.748 eV
SMILES   CNc1cc(F)nc(F)n1



Record 5
The molecule C16H25N5O3. Source: the OMol25 dataset; level of theory: ωB97M-V/def2-TZVPD.

XYZ file:
```
49
C16H25N5O3 (ωB97M-V/def2-TZVPD)
O 3.056 -1.259 -0.211
O 2.827 0.620 1.100
O -0.935 -0.776 2.438
N -2.151 2.653 0.037
N -1.849 1.433 -0.406
N -0.451 2.801 -1.429
N -0.334 0.464 -1.944
N 0.444 -2.134 1.291
C 3.794 -0.560 -1.210
C -2.385 0.249 -0.053
C 2.169 -0.488 0.550
C -0.801 1.530 -1.323
C -0.846 -0.708 -1.641
C 1.641 -1.420 1.664
C 1.035 2.036 2.018
C 2.154 1.864 0.996
C -2.317 -2.250 -0.245
C -1.857 -0.876 -0.658
C -3.465 0.280 0.966
C -0.283 -1.854 -2.423
C -0.775 -1.736 1.709
C -1.291 3.425 -0.598
C 3.021 -0.346 -2.507
C -1.941 -2.581 1.218
H 0.568 3.008 1.880
H 2.760 -1.305 -2.948
H 4.667 -1.192 -1.391
H -3.022 0.109 1.948
H 2.933 2.612 1.168
H 2.109 0.223 -2.336
H -3.924 1.266 0.968
H -1.075 -2.474 -2.838
H 4.132 0.398 -0.802
H 2.434 -2.127 1.912
H 3.645 0.203 -3.207
H 1.323 -0.139 -0.071
H 1.399 -0.814 2.538
H -2.781 -2.372 1.880
H -1.693 -3.639 1.306
H 0.273 1.267 1.909
H -1.870 -2.991 -0.905
H -3.401 -2.325 -0.359
H 1.760 1.997 -0.021
H 1.436 1.977 3.027
H 0.539 -2.897 0.642
H -1.272 4.487 -0.453
H 0.313 -1.449 -3.234
H 0.361 -2.470 -1.796
H -4.214 -0.484 0.776
```

Calculated values
Highest occupied orbital energy   -9.15 eV
Net charge   0
Calculated total energy   -1124.20748 a.u.
Frontier orbital gap   9.574 eV
SMILES   CCOC(CNC(=O)CCc1c(C)nc2ncnn2c1C)OCC



Record 6
The molecule C5H8O3. Source: the OMol25 dataset; level of theory: ωB97M-V/def2-TZVPD.

XYZ file:
```
16
C5H8O3 (ωB97M-V/def2-TZVPD)
O 0.901 -1.887 0.493
O 0.344 1.464 -0.766
O 2.479 -0.419 -0.181
C -0.540 -0.564 -1.796
C -0.784 0.532 0.476
C -0.471 1.311 1.678
C 0.151 0.144 -0.600
C 1.326 -0.742 -0.099
H 0.220 -0.758 -2.553
H -1.773 0.082 0.465
H 0.562 1.673 1.658
H -1.097 2.216 1.677
H -1.016 -1.494 -1.476
H 1.702 -2.416 0.660
H -0.712 0.756 2.588
H -1.292 0.100 -2.224
```

Calculated values
Highest occupied orbital energy (alpha / beta)   -9.57 / -9.56 eV
Net charge   0
Calculated total energy   -420.94733 a.u.
Frontier orbital gap (alpha / beta)   9.206 / 9.199 eV



Record 7
The molecule C6H11N. Source: the OMol25 dataset; level of theory: ωB97M-V/def2-TZVPD.

XYZ file:
```
18
C6H11N (ωB97M-V/def2-TZVPD)
N -0.930 -1.265 2.150
C -0.247 0.112 0.015
C -0.631 -0.653 1.214
C 0.032 -0.847 -1.155
C -1.171 -1.686 -1.569
C 0.857 1.832 1.598
C 0.962 1.022 0.300
H -1.539 -2.290 -0.732
H 1.376 2.792 1.514
H 1.860 0.393 0.329
H 0.383 -0.241 -2.000
H -1.994 -1.053 -1.920
H 0.866 -1.501 -0.871
H 1.074 1.685 -0.566
H -0.183 2.038 1.873
H -1.112 0.744 -0.234
H -0.904 -2.368 -2.382
H 1.301 1.286 2.435
```

Calculated values
Highest occupied orbital energy   -11.38 eV
Net charge   0
Calculated total energy   -289.96821 a.u.
Frontier orbital gap   12.326 eV
SMILES   CCC(C#N)CC



Record 8
A structure of composition C13H6ClF6N3O8PtS2. Source: the OMol25 dataset; level of theory: ωB97M-V/def2-TZVPD.

XYZ file:
```
40
C13H6ClF6N3O8PtS2 (ωB97M-V/def2-TZVPD)
Pt -1.419 0.607 0.119
Cl 4.640 0.752 1.010
S -4.243 0.235 -0.431
S -2.391 -1.785 -1.109
F -0.578 -3.035 -2.433
F -5.177 1.371 -2.568
F -1.967 -1.925 -3.678
F -5.613 2.392 -0.703
F -3.623 2.500 -1.560
F -0.426 -0.876 -2.566
O -5.339 -0.646 -0.349
O 2.715 4.855 0.425
O 0.143 4.347 0.293
O -1.222 2.600 0.185
O -1.460 -1.618 0.046
O 4.509 3.588 0.620
O -3.302 -2.859 -1.112
O -3.575 0.693 0.809
N 2.009 0.266 0.758
N 0.815 0.921 0.634
N -2.948 -0.272 -1.332
C 1.000 -1.689 1.745
C 3.300 3.706 0.546
C 2.045 -1.099 0.974
C 3.117 -3.226 0.682
C 2.497 2.438 0.584
C 3.102 -1.888 0.430
C 1.100 2.200 0.512
C 2.104 -3.805 1.484
C -4.708 1.759 -1.408
C 1.046 -3.023 2.009
C 3.049 1.187 0.739
C -1.263 -1.915 -2.581
C -0.047 3.157 0.323
H 2.135 -4.867 1.696
H 1.724 4.793 0.365
H 3.837 -1.435 -0.218
H 3.886 -3.855 0.255
H 0.295 -3.486 2.633
H 0.232 -1.060 2.171
```

Calculated values
Highest occupied orbital energy (alpha / beta)   -16.02 / -16.02 eV
Net charge   +2
Calculated total energy   -3239.38645 a.u.
Frontier orbital gap (alpha / beta)   8.088 / 4.602 eV
2S+1   5